(1)
The following is a DFT calculation (ωB97M-V/def2-TZVPD) of a 9-piece molecular cluster, C48H100BF3N11O15S overall.

XYZ file:
```
179
Properties=species:S:1:pos:R:3
C 4.57 -4.17 2.17
C 3.81 -4.81 1.42
C 3.02 -5.40 0.17
S 3.29 -7.25 0.43
O 3.40 -7.46 1.91
O 2.14 -8.10 0.05
C 4.93 -7.86 -0.22
F 5.95 -6.99 0.20
F 4.98 -7.97 -1.61
F 5.22 -9.13 0.29
C 1.48 -5.03 0.56
N 0.79 -4.23 -0.48
C -0.61 -3.90 -0.11
C -1.18 -2.55 -0.72
C -0.12 -1.37 -0.82
C -0.54 -0.20 -1.85
C 0.79 0.66 -2.16
C 0.69 1.56 -3.47
C 1.97 1.47 -4.43
C 3.36 1.41 -3.65
C 4.64 1.72 -4.59
C 5.57 0.41 -4.71
C 6.49 0.53 -6.00
C 7.87 -0.30 -5.91
C 7.66 -1.84 -6.35
C 0.88 -5.04 -1.72
O 0.35 -6.38 -1.60
C 2.39 -4.99 -2.25
C 2.60 -6.40 -3.04
N 1.72 -6.53 -4.21
B 2.39 -3.91 -3.46
O 1.59 -2.72 -3.53
O 3.33 -4.06 -4.54
N 3.44 -4.88 -1.17
C 4.28 -3.63 -1.18
C 3.55 -2.31 -0.65
C 4.62 -1.24 -0.13
O 5.56 -1.52 0.62
O 4.51 0.08 -0.61
H 5.38 -3.85 2.89
H 0.93 -5.99 0.87
H 1.44 -4.38 1.51
H -0.64 -3.78 1.03
H -1.37 -4.73 -0.33
H -2.01 -2.19 -0.02
H -1.65 -2.77 -1.73
H 0.12 -0.89 0.19
H 0.84 -1.79 -1.23
H -1.37 0.48 -1.42
H -0.88 -0.63 -2.85
H 0.95 1.34 -1.26
H 1.64 -0.09 -2.19
H -0.27 1.28 -4.03
H 0.61 2.66 -3.16
H 1.82 0.57 -5.13
H 1.95 2.39 -5.09
H 3.50 0.33 -3.30
H 3.32 2.10 -2.75
H 4.29 2.09 -5.60
H 5.30 2.49 -4.04
H 4.93 -0.52 -4.82
H 6.26 0.30 -3.81
H 6.78 1.63 -6.12
H 5.96 0.15 -6.94
H 8.61 0.23 -6.60
H 8.34 -0.24 -4.87
H 6.72 -2.29 -5.91
H 8.54 -2.42 -5.91
H 7.63 -1.93 -7.48
H 0.17 -4.53 -2.47
H -0.63 -6.36 -1.50
H 3.68 -6.34 -3.45
H 2.57 -7.30 -2.36
H 0.86 -7.04 -3.98
H 2.19 -6.92 -5.03
H 0.91 -2.92 -4.23
H 2.86 -4.11 -5.40
H 4.15 -5.59 -1.48
H 4.83 -3.45 -2.17
H 5.21 -3.71 -0.51
H 2.83 -2.56 0.19
H 3.01 -1.78 -1.52
H 4.05 0.68 0.06
C -3.85 2.01 -2.18
O -2.72 1.58 -2.35
N -4.98 1.51 -2.75
C -6.29 2.07 -2.49
C -4.87 0.37 -3.63
H -4.04 2.88 -1.52
H -6.93 1.31 -2.05
H -6.73 2.41 -3.44
H -6.23 2.92 -1.81
H -4.42 -0.47 -3.09
H -4.21 0.63 -4.47
H -5.85 0.08 -4.01
C 3.65 0.55 2.24
O 3.29 1.36 1.38
N 3.13 0.46 3.48
C 3.60 -0.51 4.44
C 2.06 1.37 3.86
H 4.44 -0.18 2.05
H 2.77 -1.16 4.74
H 3.98 0.01 5.32
H 4.40 -1.13 4.02
H 1.22 1.24 3.19
H 2.42 2.40 3.78
H 1.75 1.18 4.89
C -6.96 3.92 1.49
O -6.11 3.07 1.28
N -6.99 5.15 0.93
C -8.04 6.11 1.22
C -5.94 5.53 0.01
H -7.81 3.73 2.17
H -8.56 6.37 0.29
H -7.60 7.01 1.66
H -8.76 5.69 1.93
H -5.93 4.84 -0.83
H -4.97 5.47 0.52
H -6.09 6.55 -0.36
C -5.43 -3.08 -0.59
O -4.40 -3.60 -0.19
N -5.94 -1.90 -0.14
C -7.17 -1.36 -0.66
C -5.22 -1.17 0.89
H -6.05 -3.55 -1.37
H -6.97 -0.38 -1.09
H -7.89 -1.25 0.16
H -7.60 -2.01 -1.42
H -4.22 -0.93 0.53
H -5.13 -1.80 1.78
H -5.75 -0.25 1.15
C 0.85 0.13 7.82
O 1.98 -0.31 7.66
N -0.28 -0.41 7.29
C -1.59 0.17 7.52
C -0.17 -1.60 6.47
H 0.65 1.03 8.42
H -2.23 -0.57 8.01
H -2.03 0.44 6.55
H -1.53 1.05 8.14
H 0.28 -2.40 7.06
H 0.48 -1.39 5.62
H -1.15 -1.92 6.12
C -4.11 5.45 -3.27
O -4.93 4.65 -2.83
N -3.95 5.76 -4.58
C -2.96 6.72 -5.02
C -4.79 5.11 -5.56
H -3.43 6.00 -2.60
H -3.46 7.54 -5.54
H -2.26 6.23 -5.71
H -2.40 7.13 -4.18
H -5.84 5.33 -5.35
H -4.64 4.03 -5.51
H -4.54 5.46 -6.57
C -4.46 1.13 8.94
O -3.97 0.01 8.89
N -4.50 1.92 10.05
C -5.10 3.24 10.04
C -3.91 1.42 11.28
H -4.93 1.60 8.06
H -4.34 3.98 10.31
H -5.91 3.26 10.77
H -5.50 3.48 9.05
H -2.85 1.21 11.12
H -4.41 0.50 11.57
H -4.01 2.16 12.08
C 2.04 4.61 1.60
O 0.95 5.15 1.52
N 3.24 5.27 1.69
C 4.50 4.56 1.79
C 3.24 6.72 1.69
H 2.15 3.52 1.61
H 5.00 4.84 2.72
H 5.13 4.84 0.94
H 4.35 3.48 1.77
H 2.65 7.08 2.54
H 2.78 7.08 0.77
H 4.26 7.09 1.77
```

Output
Frontier orbital gap: 7.09 eV
Charge: +1
HOMO: -10.29 eV

***

(2)
The following is a DFT calculation (ωB97M-V/def2-TZVPD) of C32H42F3GeN5O5SSeSiW as an isolated structure.

XYZ file:
```
92
Properties=species:S:1:pos:R:3
W 0.09 -1.19 -0.59
O -2.88 2.45 5.87
C -2.04 1.39 6.07
O -1.74 1.12 7.21
C -1.58 0.68 4.88
C -1.87 1.06 3.55
C -1.40 0.37 2.47
C -0.62 -0.82 2.61
C -0.33 -1.21 3.97
C -0.79 -0.48 5.04
N -0.22 -1.51 1.55
C 0.02 -2.93 1.66
C 1.45 -3.23 1.32
C 2.27 -4.13 1.97
C 3.48 -4.47 1.37
C 3.80 -3.91 0.15
C 2.92 -2.98 -0.41
N 1.80 -2.61 0.18
H -3.09 2.51 4.94
H -2.49 1.93 3.33
H -1.66 0.68 1.47
H 0.29 -2.07 4.15
H -0.54 -0.78 6.05
H -0.27 -3.36 2.62
H 1.95 -4.58 2.90
H 4.15 -5.18 1.85
H 4.70 -4.17 -0.38
H 3.12 -2.54 -1.37
Se -0.06 -2.82 -2.76
C 0.97 -2.43 -4.30
C 2.17 -1.73 -4.31
C 2.86 -1.57 -5.50
N 2.47 -2.04 -6.68
C 1.31 -2.72 -6.66
C 0.54 -2.94 -5.54
H 2.56 -1.32 -3.39
H 3.79 -1.01 -5.49
H 0.98 -3.11 -7.62
H -0.39 -3.49 -5.61
N 0.52 0.62 0.26
C 0.85 1.60 0.79
N 1.42 2.54 1.52
C 0.79 3.83 1.75
C 0.46 3.98 3.23
O 1.60 3.75 4.03
C 2.08 2.41 3.85
C 2.53 2.20 2.42
H -0.11 3.90 1.14
H 1.49 4.62 1.45
H -0.33 3.27 3.50
H 0.12 4.99 3.44
H 1.29 1.70 4.10
H 2.91 2.28 4.54
H 2.83 1.18 2.22
H 3.37 2.87 2.19
S -0.87 -3.58 0.20
C -1.37 0.13 -3.98
Si -0.45 0.66 -2.41
C -1.39 2.22 -1.83
C 1.08 1.58 -3.08
H -1.84 1.00 -4.45
H -2.13 -0.63 -3.77
H -0.66 -0.30 -4.69
H -1.21 2.98 -2.59
H -1.00 2.60 -0.88
H -2.47 2.12 -1.73
H 0.72 2.34 -3.78
H 1.77 0.93 -3.62
H 1.62 2.08 -2.28
F 5.46 -0.09 -1.11
C 4.30 0.46 -1.55
F 4.23 0.20 -2.87
F 4.42 1.80 -1.42
C 3.09 -0.05 -0.71
O 3.29 -0.01 0.50
O 2.12 -0.50 -1.39
C -4.45 0.86 -2.40
Ge -3.74 0.22 -0.66
C -3.83 1.75 0.60
C -5.23 -0.91 0.00
C -2.18 -0.94 -0.67
H -5.07 0.06 -2.82
H -3.68 1.11 -3.11
H -5.09 1.73 -2.24
H -4.68 2.38 0.35
H -2.92 2.36 0.60
H -3.98 1.35 1.61
H -6.17 -0.35 0.00
H -5.02 -1.25 1.01
H -5.35 -1.78 -0.64
H -2.49 -1.66 -1.44
H -2.40 -1.46 0.26
```

Output
Energy relative to the best compared isomer or geometry (same formula, charge and spin): 45.5 kJ/mol
Frontier orbital gap: 5.07 eV
Charge: -2
HOMO: -0.83 eV

***

(3)
The following is a DFT calculation (ωB97M-V/def2-TZVPD) of C2H2AlO4 as an isolated structure.

XYZ file:
```
9
Properties=species:S:1:pos:R:3
O -2.72 1.13 -0.35
C -2.02 0.16 -0.05
O -2.24 -0.85 0.62
O -0.65 0.25 -0.62
C 0.34 -0.81 -0.40
O 1.45 -0.38 -1.05
Al 0.63 1.14 -1.58
H -0.08 -1.75 -0.80
H 0.48 -0.91 0.69
```

Output
Spin multiplicity: 2
Frontier orbital gap (spin up / spin down): 8.26 / 5.51 eV
Charge: 0
HOMO (spin up / spin down): -9.45 / -9.43 eV